Record 1
This record from the Open Molecules 2025 dataset describes a 8-piece molecular cluster, C12H30N6O18 overall at a distorted geometry. The level of theory is ωB97M-V/def2-TZVPD.

Geometry as XYZ:
```
66
Properties=species:S:1:pos:R:3:lowdin_charge:R:1
C -29.495 10.441 5.260 -0.0859
O -30.422 9.704 4.557 -0.0262
C -30.513 9.647 3.181 -0.5290
O -29.823 10.218 2.344 0.1126
O -31.466 8.736 2.948 -0.0229
C -31.865 8.381 1.615 -0.0231
H -29.601 11.516 5.117 0.0955
H -28.524 10.105 4.896 0.0986
H -29.520 10.332 6.344 0.0936
H -32.711 7.694 1.618 0.0961
H -30.996 8.128 1.007 0.0982
H -32.258 9.325 1.238 0.0925
C -17.804 13.258 -7.380 -0.0743
O -16.906 14.054 -8.082 -0.0145
C -15.604 13.684 -8.358 -0.4873
O -14.973 12.657 -8.032 0.0760
O -14.937 14.667 -9.018 -0.0326
C -13.655 14.519 -9.729 -0.0149
H -18.314 13.841 -6.613 0.0951
H -17.275 12.442 -6.888 0.0921
H -18.562 12.787 -8.006 0.0946
H -13.861 13.785 -10.508 0.0900
H -12.830 14.080 -9.168 0.0871
H -13.253 15.403 -10.225 0.0888
C -19.998 8.315 -1.748 0.0242
N -19.792 7.116 -2.618 -0.3936
O -18.875 6.332 -2.284 0.0421
O -20.730 6.829 -3.398 0.0398
H -20.956 8.327 -1.228 0.1026
H -19.856 9.189 -2.383 0.0942
H -19.175 8.486 -1.054 0.0907
C -29.090 20.833 -5.879 0.0477
N -29.146 19.758 -6.945 -0.4409
O -28.814 18.664 -6.661 0.0948
O -29.517 20.147 -8.101 0.0106
H -28.097 21.243 -6.066 0.0990
H -29.126 20.474 -4.850 0.0944
H -29.917 21.494 -6.138 0.0943
C -27.462 13.035 -3.793 0.0340
N -25.963 12.964 -3.680 -0.4026
O -25.219 13.783 -4.293 0.0287
O -25.632 12.239 -2.752 0.0542
H -27.786 14.075 -3.803 0.0979
H -27.952 12.392 -3.061 0.0960
H -27.721 12.620 -4.767 0.0919
C -26.206 18.043 2.891 0.0311
N -27.198 17.504 1.944 -0.4881
O -28.195 17.083 2.468 0.0641
O -26.988 17.489 0.784 0.0923
H -25.200 17.838 2.524 0.1013
H -26.489 17.780 3.910 0.1010
H -26.129 19.129 2.841 0.0984
C -21.937 19.871 -3.678 0.0357
N -22.040 19.455 -2.247 -0.4236
O -21.572 18.358 -1.926 0.0518
O -22.503 20.279 -1.447 0.0434
H -22.140 18.952 -4.226 0.0980
H -20.920 20.197 -3.896 0.0998
H -22.573 20.721 -3.926 0.0949
C -31.298 10.959 -9.245 0.0288
N -30.926 9.495 -9.183 -0.4399
O -31.608 8.784 -9.837 0.0946
O -29.968 9.171 -8.455 0.0401
H -32.048 11.182 -10.004 0.0913
H -30.356 11.425 -9.533 0.0918
H -31.591 11.569 -8.391 0.0934
```

Total charge ... 0
Orbital gap ... 0.38568 Eh
LUMO energy ... -0.105 eV
HOMO level ... -0.390 Ha

Record 2
This record from the Open Molecules 2025 dataset describes a 3-piece molecular cluster, C16H35I2NO2 overall at a distorted geometry. The level of theory is ωB97M-V/def2-TZVPD.

Geometry as XYZ:
```
56
Properties=species:S:1:pos:R:3:lowdin_charge:R:1
C -4.816 4.374 -0.844 -0.1650
C -6.199 4.225 -1.638 -0.7279
I -6.627 6.116 -2.675 0.6750
C -6.268 2.988 -2.679 -0.6980
I -7.353 3.736 -4.463 0.6574
N -4.966 2.517 -3.190 -0.0007
C -4.477 1.339 -2.516 -0.4662
O -5.139 0.345 -2.197 0.0853
O -3.071 1.315 -2.206 0.0130
H -5.079 4.519 0.260 0.0884
H -4.125 3.478 -0.905 0.0579
H -4.303 5.333 -1.209 0.0504
H -7.026 4.090 -0.868 0.0839
H -6.940 2.146 -2.292 0.1052
H -4.262 3.258 -3.271 0.1335
H -2.942 1.543 -1.259 0.1016
C 0.623 -1.508 3.035 -0.1104
C -0.111 -0.497 2.165 -0.2698
C -1.577 -0.860 1.923 -0.2270
C -1.809 -2.174 1.172 -0.2237
C -1.144 -2.265 -0.203 -0.2613
C -1.661 -1.226 -1.190 -0.1137
H 0.666 -2.492 2.562 0.0667
H 1.652 -1.180 3.207 0.0644
H 0.137 -1.612 4.009 0.0753
H 0.417 -0.377 1.214 0.0793
H -0.074 0.478 2.663 0.1054
H -2.056 -0.039 1.378 0.0941
H -2.093 -0.918 2.888 0.1091
H -2.888 -2.318 1.055 0.1107
H -1.459 -3.010 1.786 0.1009
H -1.340 -3.261 -0.615 0.1071
H -0.057 -2.177 -0.112 0.0914
H -2.741 -1.321 -1.328 0.0729
H -1.183 -1.361 -2.164 0.0785
H -1.444 -0.209 -0.855 0.0514
C 2.964 -0.509 -0.566 -0.1174
C 4.417 -0.057 -0.486 -0.2689
C 5.415 -1.201 -0.662 -0.2290
C 5.349 -2.296 0.407 -0.2293
C 5.546 -1.816 1.846 -0.2736
C 6.917 -1.199 2.091 -0.1144
H 2.715 -1.207 0.237 0.0568
H 2.297 0.353 -0.472 0.0684
H 2.757 -0.993 -1.524 0.0785
H 4.590 0.462 0.462 0.0998
H 4.592 0.679 -1.277 0.1051
H 6.426 -0.783 -0.693 0.1005
H 5.254 -1.666 -1.642 0.1093
H 6.111 -3.049 0.176 0.1092
H 4.387 -2.814 0.339 0.1004
H 5.429 -2.676 2.515 0.1049
H 4.766 -1.101 2.122 0.0941
H 7.713 -1.911 1.860 0.0751
H 7.018 -0.911 3.141 0.0696
H 7.070 -0.302 1.488 0.0654
```

Total charge ... 0
Energy above the lowest of the compared OMol25 structures with the same formula, charge and spin ... 41.62 kcal/mol
Orbital gap ... 0.27765 Eh
LUMO energy ... -0.523 eV
HOMO level ... -0.297 Ha

Record 3
This record from the Open Molecules 2025 dataset describes FLi as an isolated structure at a distorted geometry. The level of theory is ωB97M-V/def2-TZVPD.

Geometry as XYZ:
```
2
Properties=species:S:1:pos:R:3:lowdin_charge:R:1
Li -25.224 -15.413 3.146 0.8173
F -26.442 -16.676 3.501 -0.8173
```

Total charge ... 0
Energy above the lowest of the compared OMol25 structures with the same formula, charge and spin ... 5.69 kcal/mol
Orbital gap ... 0.33518 Eh
LUMO energy ... -0.861 eV
HOMO level ... -0.367 Ha

Record 4
This record from the Open Molecules 2025 dataset describes the molecule C8H8O2S at a distorted geometry. The level of theory is ωB97M-V/def2-TZVPD.

Geometry as XYZ:
```
19
Properties=species:S:1:pos:R:3:lowdin_charge:R:1
C -2.404 -0.609 0.615 -0.0875
C -1.305 -1.551 0.594 -0.0539
C -2.237 0.757 0.541 -0.0703
C -0.029 -1.035 0.537 -0.0303
C -0.929 1.267 0.618 -0.0073
C 0.146 0.382 0.639 -0.2989
C 3.099 -0.119 -1.524 -0.0122
C 1.474 0.753 0.706 -0.0621
O 3.009 -1.495 0.688 -0.3421
O 3.957 0.776 0.853 -0.3253
S 3.020 -0.110 0.276 0.5272
H -3.420 -1.102 0.742 0.1210
H -1.661 -2.617 0.600 0.1202
H -3.201 1.247 0.499 0.1043
H 0.722 -1.770 0.584 0.0839
H -0.620 2.251 0.735 0.0920
H 2.507 -1.071 -1.884 0.0869
H 3.179 0.859 -2.041 0.0459
H 1.536 1.859 0.578 0.1089
```

Total charge ... 0
Energy above the lowest of the compared OMol25 structures with the same formula, charge and spin ... 125.09 kcal/mol
Orbital gap (alpha / beta) ... 0.31320 / 0.24595 Eh
LUMO energy (alpha / beta) ... -1.512 / -1.579 eV
HOMO level (alpha / beta) ... -0.369 / -0.304 Ha

Record 5
This record from the Open Molecules 2025 dataset describes a 7-piece molecular cluster, C37H77N8O7 overall at a distorted geometry. The level of theory is ωB97M-V/def2-TZVPD.

Geometry as XYZ:
```
129
Properties=species:S:1:pos:R:3:lowdin_charge:R:1
C 3.488 2.751 9.198 -0.1277
C 3.013 1.218 9.300 -0.2729
C 1.482 0.981 8.907 -0.2137
C 1.257 0.821 7.304 -0.2028
C 0.981 -0.716 6.970 -0.2068
C 0.157 -0.927 5.599 -0.1893
C 0.931 -0.242 4.354 -0.1665
C 2.505 -0.618 4.324 -0.0843
N 3.073 -0.593 2.917 -0.0555
N 3.276 0.650 2.498 0.1814
C 3.801 0.639 1.220 -0.1295
C 4.023 2.118 0.609 -0.2967
C 5.451 2.310 -0.087 -0.0808
C 2.806 2.534 -0.388 -0.2083
C 2.716 1.626 -1.697 -0.1148
C 4.189 -0.510 0.324 0.0958
C 3.928 -1.908 0.878 -0.0285
C 4.298 -3.215 0.052 -0.0300
C 3.296 -1.798 2.283 -0.1089
O 2.953 -3.010 2.936 -0.0655
C 1.818 -3.670 2.324 -0.1942
C 0.434 -2.885 2.403 -0.0632
H 2.828 3.464 9.786 0.0823
H 3.616 3.039 8.106 0.0578
H 4.535 2.822 9.670 0.0780
H 3.126 0.933 10.410 0.1066
H 3.710 0.501 8.737 0.1080
H 1.144 0.031 9.459 0.1042
H 0.874 1.835 9.350 0.1091
H 2.214 1.231 6.824 0.0956
H 0.416 1.530 7.023 0.1133
H 0.336 -1.127 7.827 0.1158
H 1.971 -1.300 6.919 0.1117
H -0.799 -0.299 5.726 0.1229
H -0.111 -2.014 5.422 0.0953
H 0.865 0.888 4.565 0.1134
H 0.410 -0.395 3.359 0.0924
H 2.769 -1.546 4.907 0.1289
H 3.010 0.243 4.896 0.1317
H 3.975 2.905 1.446 0.1387
H 6.178 2.771 0.665 0.0898
H 5.307 3.114 -0.899 0.0938
H 5.859 1.399 -0.622 0.0673
H 1.864 2.549 0.249 0.1173
H 3.055 3.600 -0.731 0.1157
H 3.718 1.353 -2.153 0.0720
H 1.993 2.130 -2.417 0.0872
H 2.225 0.634 -1.374 0.0751
H 4.632 -0.312 -0.695 0.1154
H 4.980 -2.913 -0.823 0.0968
H 4.922 -3.961 0.661 0.1106
H 3.360 -3.705 -0.399 0.0781
H 1.964 -3.984 1.243 0.0980
H 1.664 -4.646 2.913 0.1487
H 0.528 -1.916 1.814 0.0783
H -0.350 -3.526 1.856 0.1048
H 0.040 -2.746 3.456 0.0619
C -0.432 -3.084 -2.130 -0.0159
C 0.605 -4.174 -2.167 -0.5375
O 1.161 -4.583 -1.151 -0.0079
N 0.916 -4.704 -3.380 0.0099
C 0.367 -4.349 -4.673 -0.0630
H -0.580 -2.756 -1.102 0.0761
H -0.099 -2.229 -2.721 0.0880
H -1.384 -3.457 -2.513 0.0834
H 1.617 -5.429 -3.336 0.1407
H -0.092 -5.240 -5.107 0.0901
H 1.185 -4.017 -5.315 0.0769
H -0.378 -3.560 -4.605 0.0788
C -4.667 -0.568 -1.238 -0.0090
C -3.718 -1.100 -2.277 -0.5461
O -2.522 -0.831 -2.271 0.0064
N -4.236 -1.904 -3.247 0.0061
C -5.612 -2.326 -3.414 -0.0718
H -4.124 0.057 -0.530 0.0870
H -5.439 0.040 -1.713 0.0626
H -5.123 -1.396 -0.690 0.0877
H -3.549 -2.227 -3.914 0.1350
H -5.646 -3.417 -3.376 0.0823
H -5.961 -1.989 -4.392 0.0797
H -6.263 -1.920 -2.643 0.0781
C 8.063 5.084 8.346 -0.0122
C 6.609 5.292 8.009 -0.5568
O 5.816 5.765 8.808 0.0306
N 6.195 4.930 6.761 -0.0020
C 6.984 4.359 5.691 -0.0861
H 8.251 5.414 9.367 0.0865
H 8.316 4.024 8.273 0.0842
H 8.691 5.669 7.672 0.0857
H 5.212 5.096 6.599 0.1355
H 6.930 5.026 4.827 0.0816
H 6.557 3.390 5.424 0.0765
H 8.026 4.225 5.974 0.0740
C 2.172 -1.679 -7.472 -0.0205
C 1.111 -2.382 -8.280 -0.5592
O -0.051 -2.456 -7.906 0.0203
N 1.490 -2.944 -9.461 0.0026
C 2.809 -2.957 -10.059 -0.0777
H 1.730 -1.280 -6.559 0.0803
H 2.961 -2.383 -7.197 0.0813
H 2.590 -0.849 -8.046 0.0859
H 0.734 -3.399 -9.952 0.1425
H 2.750 -2.472 -11.036 0.0858
H 3.119 -3.996 -10.192 0.0845
H 3.545 -2.440 -9.447 0.0732
C -7.292 4.065 -2.285 -0.0113
C -6.254 2.974 -2.323 -0.5477
O -5.699 2.565 -1.312 0.0170
N -5.944 2.443 -3.538 0.0190
C -6.491 2.793 -4.831 -0.0785
H -7.439 4.393 -1.257 0.0839
H -6.958 4.920 -2.878 0.0854
H -8.244 3.690 -2.669 0.0804
H -5.242 1.718 -3.493 0.1336
H -6.948 1.899 -5.263 0.0467
H -5.671 3.125 -5.473 0.0845
H -7.238 3.583 -4.765 0.0738
C -9.734 -1.413 -6.156 -0.0074
C -9.266 -0.066 -5.672 -0.5352
O -8.118 0.128 -5.291 0.0085
N -10.172 0.950 -5.668 0.0086
C -11.560 0.907 -6.079 -0.0730
H -8.912 -2.126 -6.105 0.0816
H -10.547 -1.776 -5.524 0.0882
H -10.067 -1.343 -7.194 0.0885
H -9.795 1.825 -5.333 0.1377
H -11.704 1.626 -6.888 0.0862
H -12.181 1.195 -5.228 0.0862
H -11.859 -0.081 -6.421 0.0755
```

Total charge ... +1
Orbital gap ... 0.24409 Eh
LUMO energy ... -3.758 eV
HOMO level ... -0.382 Ha

Record 6
This record from the Open Molecules 2025 dataset describes a 5-piece molecular cluster, C22H53N2O16P4 overall at a distorted geometry. The level of theory is ωB97M-V/def2-TZVPD.

Geometry as XYZ:
```
97
Properties=species:S:1:pos:R:3:lowdin_charge:R:1
C -6.969 0.168 -4.042 -0.1352
C -6.487 -1.132 -4.977 -0.2522
C -5.066 -1.766 -4.464 -0.1885
C -5.178 -2.813 -3.210 -0.2886
C -6.704 -3.175 -2.734 -0.0901
C -4.382 -2.294 -1.835 -0.0257
C -3.864 -3.534 -0.840 0.0405
C -3.107 -3.174 0.569 0.0495
C -2.907 -1.553 0.900 0.0091
C -3.480 -0.465 -0.193 -0.1348
N -3.326 1.019 0.159 0.0621
N -4.185 -0.825 -1.504 0.1191
H -6.306 1.083 -4.429 0.0895
H -6.811 -0.011 -2.897 0.0504
H -8.089 0.440 -4.333 0.0958
H -6.268 -0.654 -6.050 0.1237
H -7.348 -1.908 -5.147 0.1026
H -4.328 -0.858 -4.280 0.1149
H -4.600 -2.370 -5.383 0.1317
H -4.675 -3.836 -3.561 0.1520
H -7.079 -2.257 -2.069 0.0989
H -7.448 -3.440 -3.600 0.0977
H -6.604 -4.079 -1.960 0.0978
H -4.081 -4.658 -1.144 0.1246
H -2.774 -4.041 1.282 0.1206
H -2.362 -1.251 1.914 0.1371
H -4.272 1.273 0.573 0.0873
H -3.274 1.564 -0.731 0.0940
H -4.559 -0.069 -2.154 0.1458
C -7.486 -1.341 7.146 -0.1044
O -7.189 -0.485 6.060 -0.2230
P -6.072 -0.999 5.021 0.4355
O -6.254 -2.402 4.541 -0.2418
O -4.681 -0.720 5.788 -0.2248
C -4.511 0.516 6.452 -0.1064
O -6.092 0.123 3.865 -0.2094
C -5.270 -0.095 2.735 -0.1363
H -7.797 -0.729 7.995 0.0964
H -8.304 -2.009 6.866 0.0969
H -6.612 -1.929 7.439 0.0920
H -4.736 0.383 7.514 0.0949
H -5.159 1.295 6.040 0.0896
H -3.470 0.832 6.348 0.0942
H -4.713 -1.033 2.805 0.0613
H -4.561 0.732 2.649 0.0829
H -5.898 -0.119 1.841 0.0928
C 5.087 -1.085 1.835 -0.0999
O 3.908 -1.481 1.161 -0.2231
P 2.569 -0.656 1.505 0.4531
O 2.715 0.830 1.465 -0.2387
O 2.108 -1.254 2.930 -0.2199
C 2.143 -2.655 3.118 -0.1081
O 1.484 -1.261 0.478 -0.2127
C 0.202 -0.664 0.465 -0.1209
H 5.732 -1.959 1.949 0.0997
H 5.607 -0.331 1.240 0.0888
H 4.862 -0.683 2.826 0.0934
H 3.070 -2.922 3.632 0.0955
H 2.085 -3.198 2.171 0.0880
H 1.296 -2.947 3.743 0.0918
H 0.122 0.157 1.182 0.0945
H -0.543 -1.424 0.713 0.0423
H 0.000 -0.283 -0.539 0.0973
C 2.425 2.473 -0.794 -0.1267
O 2.551 3.876 -0.671 -0.2145
P 1.776 4.768 -1.764 0.4326
O 0.346 4.394 -1.986 -0.2572
O 2.713 4.669 -3.072 -0.2236
C 4.112 4.805 -2.914 -0.1089
O 2.011 6.278 -1.249 -0.2221
C 1.361 7.313 -1.959 -0.1096
H 3.333 2.007 -0.405 0.0798
H 1.568 2.134 -0.206 0.0746
H 2.297 2.175 -1.838 0.0912
H 4.562 3.810 -2.870 0.0877
H 4.370 5.360 -2.007 0.0896
H 4.514 5.338 -3.778 0.0943
H 0.764 6.931 -2.791 0.0860
H 2.115 8.000 -2.350 0.0927
H 0.708 7.856 -1.271 0.0933
C 7.228 -0.698 -2.601 -0.1093
O 8.603 -0.367 -2.608 -0.2240
P 9.530 -1.113 -1.524 0.4316
O 9.353 -2.595 -1.454 -0.2407
O 9.217 -0.329 -0.150 -0.2279
C 9.159 1.084 -0.177 -0.1115
O 11.017 -0.623 -1.903 -0.2226
C 12.091 -1.189 -1.178 -0.1077
H 6.660 0.170 -2.943 0.0896
H 7.053 -1.533 -3.283 0.0960
H 6.889 -0.965 -1.596 0.0817
H 8.114 1.395 -0.254 0.0864
H 9.724 1.502 -1.014 0.0895
H 9.575 1.471 0.757 0.0943
H 11.750 -1.910 -0.431 0.0874
H 12.637 -0.388 -0.673 0.0919
H 12.763 -1.691 -1.878 0.0949
```

Total charge ... +1
Orbital gap ... 0.25856 Eh
LUMO energy ... -4.814 eV
HOMO level ... -0.435 Ha

Record 7
This record from the Open Molecules 2025 dataset describes a 2-piece molecular cluster, C3H9NO2 overall at a distorted geometry. The level of theory is ωB97M-V/def2-TZVPD.

Geometry as XYZ:
```
15
Properties=species:S:1:pos:R:3:lowdin_charge:R:1
C -0.138 1.193 2.332 -0.0021
C -0.320 2.255 1.333 -0.5886
O 0.687 2.337 0.453 0.0945
O -1.357 2.848 1.144 0.0875
H 0.825 0.724 2.516 0.0850
H -0.650 0.275 2.009 0.0960
H -0.647 1.476 3.258 0.0954
C 0.124 -1.862 -2.402 -0.2024
N 0.185 -2.230 -0.987 -0.0769
H -0.690 -2.280 -0.495 0.0498
H 0.945 -2.829 -0.720 0.0462
H 0.726 3.112 -0.125 0.1277
H -0.683 -2.323 -2.962 0.0536
H 1.132 -1.916 -2.812 0.0679
H -0.137 -0.780 -2.541 0.0664
```

Total charge ... 0
Energy above the lowest of the compared OMol25 structures with the same formula, charge and spin ... 31.60 kcal/mol
Orbital gap ... 0.34900 Eh
LUMO energy ... 0.723 eV
HOMO level ... -0.322 Ha

Record 8
This record from the Open Molecules 2025 dataset describes the molecule C4H9NO at a distorted geometry. The level of theory is ωB97M-V/def2-TZVPD.

Geometry as XYZ:
```
15
Properties=species:S:1:pos:R:3:lowdin_charge:R:1
C -1.630 -0.561 0.583 0.0020
C 1.411 -0.560 0.490 -0.0459
N -0.833 -0.136 -0.588 -0.3057
C 0.548 0.367 -0.296 -0.3299
C 0.875 1.599 -0.666 0.0642
O -0.471 -1.133 -1.416 -0.2123
H -1.347 0.610 -1.090 0.1671
H -1.747 0.275 1.272 0.0987
H -2.589 -0.934 0.226 0.0977
H -1.120 -1.386 1.073 0.0908
H 1.150 -0.544 1.549 0.0818
H 1.260 -1.570 0.108 0.0844
H 2.456 -0.283 0.386 0.0851
H 1.827 2.025 -0.396 0.0628
H 0.210 2.232 -1.233 0.0590
```

Total charge ... 0
Energy above the lowest of the compared OMol25 structures with the same formula, charge and spin ... 96.10 kcal/mol
Orbital gap ... 0.33348 Eh
LUMO energy ... 0.826 eV
HOMO level ... -0.303 Ha